Record 1
# H4OP2S

The molecule H4OP2S in a non-equilibrium geometry (wB97M-V/def2-TZVPD, the Open Molecules 2025 dataset).

```
8
Properties=species:S:1:pos:R:3:lowdin_charge:R:1
H 1.09409 1.96840 -0.45346 0.05
H -1.24061 -0.72488 -1.35800 -0.18
S 2.06418 -0.65133 -0.10548 0.11
O 0.23156 1.55235 -0.31101 -0.39
H -1.14931 -2.01517 0.00157 -0.18
H 0.25820 0.51926 1.91798 0.02
P -1.61803 -0.76331 -0.08269 0.63
P 0.35993 0.11468 0.39109 -0.07
```

Structure (SMILES): O[P@@H](P)=S
HOMO: -0.3291 hartree
Lowest unoccupied orbital energy: 0.4 eV
Kohn-Sham gap: 9.397 eV
Energy: -1158.5291 hartree
Energy relative to the best compared isomer or geometry (same formula, charge and spin): 3.0 kcal per mole

Record 2
# H4OP2S

The molecule H4OP2S in a non-equilibrium geometry (wB97M-V/def2-TZVPD, the Open Molecules 2025 dataset).

```
8
Properties=species:S:1:pos:R:3:lowdin_charge:R:1
H 0.81391 -1.18870 1.10564 -0.09
H -2.17853 0.83838 0.92907 -0.07
S 2.83819 0.11422 0.11882 0.27
H 0.82553 -1.86554 -0.81150 -0.02
O -0.50716 -0.14329 -0.37085 -0.87
H -1.81412 1.60338 -1.00381 -0.14
P 1.03682 -0.70485 -0.05053 0.24
P -1.01463 1.34640 0.08317 0.70
```

HOMO (alpha / beta): -0.2029 / -0.3442 hartree
Lowest unoccupied orbital energy (alpha / beta): 0.8 / -3.1 eV
Spin multiplicity: 3
Kohn-Sham gap (alpha / beta): 6.328 / 6.266 eV
Energy: -1158.3692 hartree
Energy relative to the best compared isomer or geometry (same formula, charge and spin): 9.7 kcal per mole

Record 3
# H4OS2

A cluster of 2 separate species, H4OS2 in total in a non-equilibrium geometry (wB97M-V/def2-TZVPD, the Open Molecules 2025 dataset).

```
7
Properties=species:S:1:pos:R:3:lowdin_charge:R:1
H -1.11133 1.10439 2.24895 -0.22
H 1.23279 -3.25401 -2.10312 0.05
S -1.64091 1.45485 1.05764 0.22
H 0.12041 3.59278 0.99176 -0.22
O 1.05350 -2.98739 -1.17307 -0.09
H 0.26249 -2.40488 -1.23011 0.04
S 0.08304 2.49425 0.20795 0.22
```

Structure (SMILES): SS.O
HOMO: -0.3496 hartree
Lowest unoccupied orbital energy: -0.1 eV
Kohn-Sham gap: 9.373 eV
Energy: -873.9895 hartree
Energy relative to the best compared isomer or geometry (same formula, charge and spin): 7.2 kcal per mole